Computed, not measured: an isolated ion of composition C17H29ClNO and charge +1, with wB97M-V/def2-TZVPD.

The geometry in XYZ format:
```
49
C17H29ClNO (wB97M-V/def2-TZVPD)
C -5.10675 -1.75624 -0.22530
H -5.11073 -0.93051 -0.93040
H -4.82186 -2.66282 -0.75298
H -6.12356 -1.88737 0.13318
C -4.17903 -1.51240 0.96080
H -4.32800 -2.32362 1.67377
C -2.68972 -1.47544 0.60767
C -1.81784 -1.81561 1.81082
H -2.02851 -1.14947 2.64439
H -0.75955 -1.74966 1.56491
H -2.01722 -2.83161 2.13755
H -2.48653 -2.18341 -0.20162
N -2.26386 -0.12584 0.12622
H -1.19889 -0.07646 0.12768
C -2.62528 0.28730 -1.25367
C -1.61275 1.31554 -1.75295
H -1.60512 2.18447 -1.09257
H -1.90422 1.65157 -2.74690
C -0.20252 0.73178 -1.82699
H -0.18716 -0.16556 -2.45735
H 0.48845 1.46165 -2.26303
O 0.21628 0.40929 -0.49853
C 1.42653 -0.30164 -0.41565
C 1.37658 -1.64120 -0.79300
C 2.49599 -2.44191 -0.75182
C 3.68871 -1.87301 -0.33053
C 3.73275 -0.54703 0.05953
C 2.60855 0.28010 0.04652
C 2.79322 1.71534 0.52721
C 3.70800 2.44007 -0.47120
H 3.25483 2.46316 -1.46051
H 4.67344 1.95018 -0.55311
H 3.87164 3.46378 -0.14477
C 1.49593 2.51870 0.65909
H 0.78958 2.01610 1.31538
H 1.03160 2.69792 -0.30576
H 1.72808 3.48827 1.09363
C 3.45030 1.69492 1.91674
H 2.84430 1.12207 2.61550
H 3.54013 2.71067 2.29293
H 4.44513 1.26356 1.89489
H 4.68089 -0.14971 0.37975
Cl 5.12480 -2.82389 -0.28520
H 2.44997 -3.47770 -1.04380
H 0.43759 -2.05959 -1.12908
H -3.63274 0.70370 -1.27461
H -2.60031 -0.59803 -1.89214
H -2.59308 0.57701 0.79447
H -4.45802 -0.58739 1.47082
```

Calculated values
SMILES = CC[C@H](C)[NH2+]CCCOc1ccc(Cl)cc1C(C)(C)C
charge = +1
spin multiplicity = 1
HOMO = -0.4302 Eh

=====

Computed, not measured: an isolated ion of composition C17H29N2O2 and charge +1, with wB97M-V/def2-TZVPD.

The geometry in XYZ format:
```
50
C17H29N2O2 (wB97M-V/def2-TZVPD)
O -0.66433 1.37563 0.32572
H -0.79502 1.73804 1.21129
C 0.71128 1.12364 0.12932
C 1.61268 2.24401 0.67657
O 1.58404 2.27539 2.08007
C 0.73061 3.12112 2.75494
C 0.87594 3.10486 4.14166
C 0.07946 3.90438 4.93464
C -0.87283 4.73207 4.35926
C -1.01809 4.74801 2.98592
C -0.22691 3.94495 2.17727
H -0.37160 3.99303 1.10792
H -1.75407 5.38931 2.52520
H -1.49325 5.36058 4.97800
H 0.20522 3.88536 6.00602
H 1.62764 2.46060 4.56876
H 2.64890 2.02102 0.40345
H 1.33610 3.20652 0.23579
C 0.92457 0.94740 -1.37908
N -0.08970 0.03527 -1.90011
H -0.98741 0.37986 -1.55760
C -0.11904 -0.07850 -3.36165
C -0.99481 -1.26838 -3.76104
H -2.00621 -1.12117 -3.37934
C -0.40950 -2.58306 -3.24628
N -0.24390 -2.53806 -1.77511
C -1.47904 -2.89697 -1.05160
C -1.31854 -2.59149 0.43205
C -0.14354 -3.37982 1.00210
C 1.11719 -3.07497 0.19938
C 0.88754 -3.34492 -1.28264
H 1.78040 -3.08314 -1.85361
H 0.66816 -4.40396 -1.44658
H 1.94509 -3.69180 0.54708
H 1.40037 -2.02956 0.33719
H 0.00981 -3.11980 2.04827
H -0.36026 -4.44822 0.95432
H -2.23841 -2.85698 0.95160
H -1.15510 -1.52084 0.56941
H -2.31033 -2.32752 -1.46833
H -1.67859 -3.96244 -1.19906
H -0.05845 -1.44218 -1.58966
H -1.04296 -3.42899 -3.52400
H 0.57324 -2.73401 -3.69754
H -1.05987 -1.31811 -4.84719
H -0.48714 0.83714 -3.83804
H 0.90625 -0.24265 -3.70571
H 1.91764 0.53575 -1.57328
H 0.85348 1.92956 -1.86362
H 0.98330 0.19406 0.65788
```

Calculated values
SMILES = O[C@@H](CNCCC[NH+]1CCCCC1)COc1ccccc1
charge = +1
spin multiplicity = 1
relative energy (zero: lowest compared OMol25 entry of this formula, charge and spin) = 7.79 kJ/mol
HOMO = -0.3988 Eh

=====

Computed, not measured: C17H29N5O5SV as an isolated structure at a distorted geometry, with wB97M-V/def2-TZVPD.

The geometry in XYZ format:
```
58
C17H29N5O5SV (wB97M-V/def2-TZVPD)
V 0.12101 0.36127 1.24735
O 0.45669 1.27418 -0.62405
C 0.75964 2.68715 -0.62360
C -0.13729 3.41927 0.34937
N -0.03558 2.86153 1.71202
C 1.19516 3.20420 2.40089
C 2.26277 2.18956 2.04395
O 3.43004 2.35710 1.98912
O 1.69323 0.96404 1.76531
C -1.27232 2.99717 2.45866
C -2.21194 1.86999 2.07002
O -3.35720 1.76501 2.33019
O -1.53929 0.88928 1.35886
H -0.28890 1.08234 -1.26419
H 0.62066 3.07274 -1.63278
H 1.81660 2.78006 -0.37643
H -1.17402 3.32340 0.02300
H 0.11325 4.48511 0.34731
H 1.04386 3.15251 3.48035
H 1.56753 4.20179 2.16093
H -1.78744 3.94644 2.29470
H -1.07725 2.91014 3.52890
C -0.37279 -2.55627 -0.07667
C 1.04189 -2.12385 -0.39299
N 1.51753 -1.29467 0.73038
C 1.85163 -2.08702 1.94913
C 1.35801 -1.41334 3.22166
N -0.00799 -0.84778 2.99344
C -1.05244 -1.93305 2.90725
C -1.93463 -1.79138 1.67670
N -1.09614 -1.41072 0.51805
H -0.38017 -3.38468 0.63163
H -0.88269 -2.89451 -0.97828
H 1.05425 -1.50091 -1.28747
H 1.69243 -2.98616 -0.55541
H 2.34089 -0.78032 0.43454
H 2.92694 -2.24777 2.01914
H 1.39469 -3.06895 1.83822
H 2.01118 -0.59231 3.50209
H 1.33677 -2.12828 4.04582
H -0.22956 -0.27298 3.80229
H -1.66182 -1.91866 3.80971
H -0.52638 -2.88639 2.89807
H -2.69244 -1.02729 1.81815
H -2.44994 -2.73657 1.49244
H -1.68744 -1.00910 -0.20890
S -1.51730 -0.00676 -2.58403
C -0.85869 -0.50020 -4.08373
N -1.72703 -0.95139 -5.02366
C -1.38170 -1.37739 -6.26097
C -0.07472 -1.37017 -6.64127
C 0.87336 -0.90146 -5.71865
C 0.49278 -0.47604 -4.47004
H -2.70576 -0.94536 -4.76055
H -2.19371 -1.70386 -6.89380
H 0.20687 -1.70607 -7.62701
H 1.91813 -0.86999 -5.99934
H 1.21676 -0.09259 -3.76580
```

Calculated values
expectation value of S² = 0.760
charge = +2
spin multiplicity = 2
relative energy (zero: lowest compared OMol25 entry of this formula, charge and spin) = 12.74 kJ/mol
HOMO (spin up / spin down) = -0.5011 / -0.5011 Eh

=====

Computed, not measured: one molecule with the formula C17H29N5O7, with wB97M-V/def2-TZVPD.

The geometry in XYZ format:
```
58
C17H29N5O7 (wB97M-V/def2-TZVPD)
C 0.51485 -2.04104 -5.23653
O 0.01705 -1.18021 -4.23198
C -0.60990 -0.02304 -4.75752
C -1.21681 0.78210 -3.64035
O -0.17748 1.22754 -2.77869
C -0.52811 2.30105 -1.94296
C -0.38652 1.92139 -0.47247
O -1.05879 1.04055 0.02994
N 0.48988 2.68568 0.22661
C 0.66577 2.59719 1.65850
C 1.90354 1.79389 2.09008
O 3.02304 2.09266 1.27565
C 3.53394 3.40121 1.41261
C 2.15357 1.98559 3.59090
C 1.15377 1.04259 4.24857
N 0.97961 -0.01109 3.25156
C 0.28737 -1.12748 3.58727
O -0.23398 -1.23155 4.68767
C 0.14881 -2.21211 2.54399
C -1.05230 -1.95462 1.63417
C -1.33052 -3.16716 0.75442
N -2.19407 -2.84055 -0.36332
C -1.80669 -2.30482 -1.56136
O -0.50924 -2.19945 -1.81644
N -2.81892 -1.96567 -2.29307
N -3.96837 -2.27848 -1.54716
C -3.55180 -2.76854 -0.43168
O -4.29480 -3.20231 0.59912
C 1.64643 0.28673 1.98947
H 0.96692 -2.89602 -4.73946
H -0.29256 -2.38685 -5.88917
H 1.27212 -1.53164 -5.84002
H 0.13502 0.57386 -5.29696
H -1.40345 -0.31405 -5.45562
H -1.73813 1.63784 -4.08532
H -1.94388 0.17698 -3.09054
H 0.10643 3.16104 -2.18533
H -1.57096 2.60037 -2.08338
H 1.10936 3.28203 -0.29364
H 0.72372 3.60957 2.06457
H -0.22635 2.12479 2.07132
H 4.37097 3.48472 0.72333
H 2.79462 4.16985 1.15736
H 3.89346 3.59600 2.42698
H 3.17646 1.66845 3.80626
H 2.03340 3.01667 3.92303
H 1.50939 0.62349 5.18899
H 0.19678 1.52749 4.45897
H 1.05519 -2.30207 1.93958
H 0.01201 -3.14184 3.09722
H -1.93500 -1.73220 2.23807
H -0.87262 -1.08701 0.99787
H -0.40289 -3.55178 0.32924
H -1.79778 -3.96928 1.32593
H -0.36679 -1.73433 -2.67329
H -5.21817 -3.06821 0.34964
H 1.02472 0.03768 1.12992
H 2.60867 -0.22562 1.89744
```

Calculated values
SMILES = COCCOCC(=O)NC[C@@]1(OC)CCN(C(=O)CCCn2c(O)nnc2O)C1
charge = 0
spin multiplicity = 1
relative energy (zero: lowest compared OMol25 entry of this formula, charge and spin) = 66.13 kJ/mol
HOMO = -0.2984 Eh